[1]
Entry from OMol25: a molecular structure, C55H47BF6N2O2S in a non-equilibrium geometry (ωB97M-V/def2-TZVPD).

Each line ends with the Löwdin charge.
Atoms and positions in Å:
C -4.04431 7.12707 -0.96688  -0.11
C -3.17639 5.91043 -1.07789  -0.57
C -2.81013 5.15481 -2.17382  -0.13
C -1.95409 4.05039 -1.87018  -0.15
C -1.71511 3.91190 -0.51733  -0.38
B -0.70587 2.90304 0.43321  -0.91
C 0.59118 3.77150 0.08426  -0.06
C 1.01432 4.69588 1.03919  0.05
C 1.95235 5.65904 0.69817  -0.10
C 2.18718 6.80767 1.63512  -0.51
F 2.58895 7.93459 0.97009  0.11
F 1.05599 7.14473 2.33498  0.11
F 3.15631 6.52600 2.55938  0.12
C 2.62380 5.61172 -0.50804  0.06
C 2.24498 4.64377 -1.42719  -0.09
C 2.91917 4.54505 -2.75833  -0.51
F 3.28774 3.24676 -3.02860  0.10
F 2.08862 4.92490 -3.78689  0.12
F 4.04458 5.29912 -2.85056  0.13
C 1.17631 3.78922 -1.17796  0.04
O -1.31718 2.97869 1.66699  -0.01
C -2.57655 2.35939 1.95808  -0.09
C -3.34842 1.68642 0.76702  -0.46
C -3.98788 0.40550 1.29447  -0.04
C -4.47762 2.60613 0.32238  -0.05
C -2.48691 1.27686 -0.46500  0.05
O -0.97338 1.63275 -0.39999  0.02
S -2.36425 5.28090 0.31938  1.11
H -4.41149 7.44997 -1.94581  0.08
H -4.92004 6.92848 -0.32464  0.08
H -3.47203 7.95284 -0.51184  0.08
H -3.14691 5.42709 -3.16756  0.10
H -1.55240 3.41389 -2.62901  0.10
H 0.53754 4.71126 2.01520  0.14
H 3.42990 6.29626 -0.72259  0.13
H 0.77198 3.20898 -2.01276  0.12
H -2.38137 1.63413 2.76982  0.12
H -3.18688 3.17081 2.38058  0.13
H -4.59145 -0.05820 0.50583  0.10
H -3.21192 -0.30112 1.60469  0.05
H -4.62953 0.62138 2.15723  0.10
H -5.06226 2.11995 -0.46893  0.10
H -5.14146 2.81899 1.17308  0.10
H -4.07440 3.55301 -0.05571  0.04
H -2.51773 0.19600 -0.64545  0.12
H -2.86224 1.77424 -1.37038  0.13
C 7.51155 -3.83018 -1.00885  -0.10
C 6.98269 -2.81357 -0.20455  -0.09
C 5.93053 -2.02769 -0.66276  -0.04
C 5.36713 -2.27271 -1.92583  -0.19
N 4.31809 -1.47471 -2.40634  0.01
C 4.12951 -1.41846 -3.83052  -0.26
C 3.40205 -2.41897 -4.49053  -0.02
C 3.22867 -2.35844 -5.88522  -0.07
C 3.79914 -1.29669 -6.60078  -0.09
C 4.51466 -0.29606 -5.95027  -0.07
C 4.67507 -0.34245 -4.55822  -0.01
C 3.37055 -0.81641 -1.61211  -0.18
C 2.55373 0.16723 -2.20146  0.01
C 1.44896 0.68536 -1.52283  -0.02
C 1.22127 0.38076 -0.18658  -0.14
C -0.02905 0.93330 0.55300  -0.10
C -0.75816 -0.25978 1.20872  -0.19
C -0.90860 -0.46268 2.58889  -0.03
C -1.48410 -1.63373 3.08472  0.00
C -1.86195 -2.67180 2.21710  -0.19
N -2.46746 -3.83797 2.68793  0.01
C -3.25118 -4.69667 1.87232  -0.18
C -3.36348 -6.06191 2.19479  -0.01
C -4.19518 -6.90383 1.45163  -0.08
C -4.92970 -6.38815 0.37368  -0.10
C -4.83342 -5.03035 0.05138  -0.08
C -4.01531 -4.18591 0.80291  -0.04
C -2.40316 -4.15810 4.08192  -0.24
C -3.25363 -3.50230 4.98342  -0.02
C -3.30271 -3.91578 6.31935  -0.07
C -2.46514 -4.94724 6.76230  -0.08
C -1.57836 -5.55993 5.87808  -0.08
C -1.53333 -5.16379 4.54065  -0.03
C -1.60862 -2.51832 0.84120  -0.01
C -1.04413 -1.34761 0.35960  -0.03
C 2.09049 -0.56015 0.42856  0.00
C 3.09527 -1.19265 -0.28956  -0.02
C 5.92094 -3.26374 -2.74930  -0.02
C 6.98141 -4.04446 -2.28976  -0.08
H 8.33991 -4.44922 -0.64861  0.10
H 7.39549 -2.62942 0.79267  0.11
H 5.54246 -1.22483 -0.02979  0.11
H 2.98629 -3.24512 -3.90344  0.13
H 2.66569 -3.14094 -6.38705  0.10
H 3.67729 -1.25474 -7.68637  0.10
H 4.96570 0.53766 -6.49663  0.11
H 5.19206 0.44371 -4.00265  0.13
H 2.74426 0.51264 -3.22329  0.11
H 0.72595 1.30493 -2.06332  0.11
H 0.40197 1.57531 1.38476  0.19
H -0.60022 0.31857 3.27899  0.13
H -1.61449 -1.75596 4.15218  0.11
H -2.79667 -6.46975 3.02445  0.09
H -4.26522 -7.95355 1.72292  0.10
H -5.58059 -7.04796 -0.20821  0.10
H -5.39985 -4.61570 -0.78945  0.11
H -3.96208 -3.12201 0.56019  0.11
H -3.87469 -2.67860 4.61445  0.13
H -3.99610 -3.42600 6.99556  0.10
H -2.51002 -5.27113 7.80105  0.10
H -0.91697 -6.36029 6.21054  0.11
H -0.86981 -5.64785 3.81881  0.13
H -1.81318 -3.33208 0.13915  0.12
H -0.82326 -1.27696 -0.71498  0.14
H 1.97497 -0.85640 1.45952  0.12
H 3.67755 -1.99295 0.14265  0.10
H 5.52327 -3.42652 -3.74193  0.10
H 7.38453 -4.81044 -2.93462  0.10

Values from the calculation:
Highest occupied orbital energy = -7.45 eV
Energy relative to the best compared isomer or geometry (same formula, charge and spin) = 0.0000 eV
Electronic energy = -3406.27587 hartree

***

[2]
Entry from OMol25: a molecular structure, C55H47Cl2N2O3P2SSeV in a non-equilibrium geometry (ωB97M-V/def2-TZVPD).

Each line ends with the Mulliken spin population.
Atoms and positions in Å:
V 0.22640 0.81939 -0.66840  0.99
O 1.83007 -1.43105 0.30722  0.02
S 0.46236 -1.02838 0.71580  -0.02
C -0.31719 -2.63439 0.93558  0.00
C -0.02788 -3.39277 2.04502  0.00
C -0.54909 -4.68193 2.23487  0.00
C -1.34553 -5.20701 1.25482  0.00
C -2.01956 -6.53769 1.12450  0.00
C -2.67413 -6.52060 -0.27784  0.00
C -2.30965 -5.18965 -0.86244  0.00
C -2.51859 -4.63240 -2.09547  0.00
C -2.01352 -3.35026 -2.34437  0.00
C -1.32967 -2.59240 -1.40543  -0.01
P -0.73470 -0.95472 -2.01554  -0.03
C -2.32729 -0.53623 -2.84205  -0.01
C -2.52309 -0.22022 -4.17996  -0.01
C -3.80475 -0.05356 -4.67948  0.00
C -4.90823 -0.17477 -3.85490  0.00
C -4.72142 -0.45894 -2.51139  0.00
C -3.44718 -0.64628 -2.01514  0.00
C 0.40662 -1.59628 -3.29815  0.02
C 1.09033 -2.78387 -3.03638  0.00
C 1.98362 -3.29739 -3.95707  0.00
C 2.21180 -2.63720 -5.15360  0.00
C 1.57125 -1.43577 -5.40349  0.00
C 0.69094 -0.90774 -4.47546  0.00
C -1.07179 -3.16231 -0.13332  0.03
C -1.57454 -4.46037 0.08507  0.00
C 0.59153 -0.55580 2.43658  0.01
C -0.40885 -0.79478 3.35001  -0.01
C -0.24238 -0.53056 4.72015  0.00
C 0.97379 -0.07774 5.15824  -0.01
C 1.50275 0.25356 6.51997  0.00
C 2.94047 0.78272 6.28061  0.00
C 3.11256 0.78326 4.79120  0.00
C 4.10649 1.24555 3.96899  0.00
C 3.90303 1.21337 2.58028  0.00
C 2.77409 0.66146 2.00039  0.02
P 2.39029 1.00508 0.26182  -0.01
C 3.99172 0.79026 -0.55415  0.00
C 4.60450 -0.44891 -0.37362  0.00
C 5.82454 -0.70712 -0.96869  0.00
C 6.44557 0.26905 -1.73301  0.00
C 5.81848 1.48535 -1.94764  0.00
C 4.58525 1.74313 -1.37796  0.00
C 2.02353 2.82720 0.28354  -0.02
C 0.14111 4.02032 -0.20876  0.01
C 0.62558 5.29727 -0.73810  0.00
C 1.87968 5.77327 -0.75667  0.00
C 3.03337 5.10225 -0.23556  0.00
C 3.08093 3.83635 0.20366  0.01
C 1.78777 0.07792 2.83034  0.00
C 1.96632 0.21993 4.21076  0.01
H 0.62420 -2.99070 2.80424  0.00
H -0.30161 -5.23002 3.13082  0.00
H -2.75571 -6.67203 1.91812  0.00
H -1.28995 -7.34324 1.21985  0.00
H -3.75772 -6.62704 -0.21583  0.00
H -2.30674 -7.33510 -0.90228  0.00
H -3.04838 -5.15571 -2.87577  0.00
H -2.16454 -2.93779 -3.33293  0.00
H -1.69669 -0.12946 -4.86337  0.00
H -3.93995 0.16180 -5.72800  0.00
H -5.90441 -0.06697 -4.25722  0.00
H -5.57366 -0.56308 -1.85499  0.00
H -3.31271 -0.91866 -0.97627  0.00
H 0.92492 -3.31022 -2.10679  0.00
H 2.49977 -4.22035 -3.74086  0.00
H 2.89964 -3.04635 -5.87760  0.00
H 1.75624 -0.90767 -6.32779  0.00
H 0.23591 0.05119 -4.67399  0.00
H -1.34391 -1.21434 3.00589  0.00
H -1.06323 -0.70432 5.39709  0.00
H 1.49296 -0.62861 7.16182  0.00
H 0.87368 1.00772 6.99520  0.00
H 3.68704 0.13646 6.74793  0.00
H 3.06706 1.78428 6.69313  0.00
H 5.00895 1.68577 4.36481  0.00
H 4.65295 1.65741 1.93918  0.00
H 4.11012 -1.19822 0.22973  0.00
H 6.29951 -1.66801 -0.83582  0.00
H 7.41554 0.08501 -2.16877  0.00
H 6.28594 2.24229 -2.55963  0.00
H 4.09955 2.69053 -1.56336  0.00
H -0.94826 3.95677 -0.24485  0.00
H -0.17170 5.92969 -1.10764  0.00
H 2.03793 6.77289 -1.13778  0.00
H 3.93597 5.69309 -0.17116  0.00
H 4.00826 3.48767 0.64521  0.00
Cl 1.98725 1.47170 -2.98402  0.00
C 0.84656 2.69847 -3.56938  0.00
Cl -0.76492 2.29239 -2.95088  0.00
H 0.83520 2.67488 -4.65776  0.00
H 1.14036 3.67268 -3.17676  0.00
Se -0.25522 2.58333 2.35769  0.00
C 0.70124 3.16977 0.89325  0.01
N 0.75082 2.71847 -0.48956  0.03
O -2.80950 2.75424 -0.50208  0.01
C -2.83953 1.61946 0.16055  -0.01
O -1.95797 0.78546 0.08387  -0.01
C -4.10330 1.43739 1.01137  0.00
N -4.97794 2.57116 0.70751  0.00
C -5.16237 3.37877 1.92065  0.00
C -3.94365 3.04262 2.77241  0.00
C -3.75838 1.55137 2.50769  0.00
H -4.53992 0.46161 0.76885  0.00
H -5.86170 2.30419 0.29111  0.00
H -3.67942 3.20574 -0.26111  0.00
H -6.07818 3.11134 2.46017  0.00
H -5.22561 4.43391 1.65043  0.00
H -4.08623 3.26146 3.82711  0.00
H -3.05967 3.58481 2.43346  0.00
H -4.45873 0.95784 3.09896  0.00
H -2.74389 1.21464 2.72074  0.00

Values from the calculation:
Highest occupied orbital energy (spin up / spin down) = -8.67 / -8.65 eV
Energy relative to the best compared isomer or geometry (same formula, charge and spin) = 4.7946 eV
Spin multiplicity = 2
Electronic energy = -7805.69726 hartree
Net charge = +1

***

Q: Which of these has the highest energy relative to the best compared isomer or geometry (same formula, charge and spin)?
A: C55H47Cl2N2O3P2SSeV